(1)
Density functional theory data (the ωB97M-V functional and the def2-TZVPD basis) for 2 unconnected molecules or ions with the total composition C4H14N2O at a distorted geometry.

```
21
Properties=species:S:1:pos:R:3:forces:R:3:mulliken_charge:R:1
C 0.68549 -0.49449 -3.55545 2.60 1.34 -1.63 -0.937
N 0.57111 -0.56719 -2.14352 -0.89 -1.23 3.14 -0.331
C -0.82112 -0.65686 -1.65632 -1.21 0.15 -2.92 -0.649
C -1.14686 -0.05127 -0.25277 0.13 -4.48 -1.29 -0.525
N -1.02313 -1.17798 0.75777 -1.72 1.68 1.12 -0.031
C -0.48687 -0.64417 1.96579 1.92 -2.37 2.54 -0.822
H 0.76328 0.59105 -3.85725 -0.56 -1.08 0.04 0.293
H 1.71380 -0.89133 -3.84833 -1.39 0.31 0.35 0.338
H -0.05869 -1.02966 -4.12115 -0.42 -0.18 -0.25 0.362
H 1.06163 -1.37075 -1.79422 0.53 -0.19 0.09 0.242
H -1.39814 -1.66483 -1.93750 1.26 1.74 1.20 0.324
H -1.22015 0.00529 -2.43339 -1.02 0.24 0.65 0.453
H -2.16492 0.20719 -0.04994 -0.99 0.49 -0.70 0.403
H -0.49028 0.72691 -0.01672 1.10 0.97 0.55 0.441
H -1.82863 -1.90202 0.96467 2.02 1.50 -1.29 0.368
H -0.36123 -1.51930 2.70986 -0.16 1.44 -0.96 0.348
H -1.18189 0.05954 2.45446 -0.03 0.00 -0.36 0.378
H 0.52784 -0.16419 1.85448 -1.21 -0.36 -0.29 0.341
H 1.28228 2.33415 3.81634 0.74 1.60 0.88 0.289
H 2.65338 2.95149 3.70074 -0.13 0.42 0.37 0.330
O 1.81025 3.12042 4.15633 -0.58 -1.99 -1.24 -0.617
```
Positions in Å, forces in eV/Å.

LUMO (alpha / beta) = -3.56 / -8.08 eV
Charge = +1
⟨S²⟩ = 0.755
Gap between HOMO and LUMO (alpha / beta) = 0.3517 / 0.1795 hartree
Spin multiplicity = 2
Energy above the lowest of the compared OMol25 structures with the same formula, charge and spin = 53.86 kcal per mole
HOMO level (alpha / beta) = -13.13 / -12.97 eV

(2)
Density functional theory data (the ωB97M-V functional and the def2-TZVPD basis) for a molecular structure, C29H30Cl5MnO5 at a distorted geometry.

```
70
Properties=species:S:1:pos:R:3:forces:R:3:mulliken_charge:R:1
C 0.35992 -0.87680 -3.92942 0.10 -0.93 -0.77 3.332
C 0.07715 -1.55678 -2.58040 0.48 0.24 0.02 -1.568
C -0.01727 0.61178 -3.78821 -0.05 -0.03 -0.01 -1.568
C -0.89612 0.68796 -2.52405 -0.24 -0.03 0.51 -0.067
H -0.58725 0.89248 -4.68040 0.21 0.08 0.20 0.301
H 0.88369 1.23589 -3.73843 -0.25 -0.14 0.06 0.376
C -1.10136 -0.75707 -2.02636 0.09 -0.21 -0.42 0.292
H 0.97218 -1.44097 -1.95400 -0.22 -0.02 -0.01 0.296
H -0.13298 -2.62846 -2.70200 0.13 0.37 0.14 0.641
C -1.18584 -0.67682 -0.51986 -0.42 0.67 0.47 -1.307
H -2.02612 -1.17115 -2.45034 0.07 0.05 0.14 0.561
H -1.87357 1.11238 -2.79623 0.30 -0.05 0.11 0.669
C -0.38089 1.46638 -1.27167 -0.21 -0.93 1.29 1.101
C 1.78361 -1.06496 -4.41455 1.53 -0.27 1.42 -0.382
C -0.43018 -1.55626 -5.04960 -1.40 0.85 -0.85 -0.418
O -1.05812 -0.97415 -5.91566 0.51 -0.33 0.86 -0.655
O 2.75332 -1.22590 -3.68850 -1.22 0.27 -0.97 -0.641
O 1.86923 -1.05932 -5.75470 0.20 0.07 0.25 -0.275
O -0.36639 -2.89759 -5.02513 0.11 0.24 0.04 -0.284
C -0.99677 -3.48665 -6.16668 0.03 -0.26 -0.07 -0.790
H -0.88025 -4.56293 -6.04285 -0.04 0.12 -0.02 0.263
H -0.49161 -3.14255 -7.07350 -0.15 -0.09 0.07 0.312
H -2.05253 -3.20413 -6.21084 0.21 -0.09 -0.01 0.308
C 3.17136 -1.37160 -6.24815 0.32 -0.08 -0.21 -0.779
H 3.92908 -0.69253 -5.83845 -0.25 -0.16 -0.11 0.295
H 3.10027 -1.27091 -7.33121 0.06 -0.01 0.13 0.252
H 3.43020 -2.40161 -5.97367 -0.01 0.25 -0.06 0.329
O -0.49728 0.49095 -0.06001 0.11 0.78 -3.16 0.031
H -0.75807 -1.54755 -0.00865 -0.15 0.19 -0.10 0.355
H -2.24099 -0.55003 -0.22915 0.15 -0.33 -0.01 0.339
C -1.31722 2.64038 -1.01914 0.09 0.20 0.07 -1.786
C 1.07920 1.88907 -1.29054 -0.03 -0.06 0.00 -2.213
H 1.24025 2.67500 -2.03891 0.02 -0.10 0.07 0.554
H 1.72810 1.03432 -1.52080 -0.06 0.18 0.03 0.390
H 1.36332 2.29175 -0.30903 -0.15 -0.14 -0.22 0.272
H -0.95199 3.27882 -0.20677 -0.20 -0.16 -0.23 0.487
H -2.31836 2.26454 -0.76768 0.21 0.14 -0.02 0.441
H -1.39289 3.24984 -1.93221 0.02 -0.12 0.16 0.419
Mn -0.18504 -0.45847 3.07913 -0.02 2.16 1.06 0.683
C -1.92826 -0.26051 4.42280 -1.31 -0.58 -0.65 -0.221
C -2.32678 -0.16777 3.05007 -1.17 -0.77 0.97 -1.630
C -1.99133 -1.41131 2.41544 -0.06 -0.14 0.24 -0.010
H -2.91100 0.62709 2.59062 0.34 -0.12 0.18 0.466
C -1.32096 -2.23150 3.37134 -1.81 -0.43 0.77 -0.952
C -1.25163 -1.50087 4.61209 -1.26 -0.77 -0.29 -0.395
H -0.85191 -1.87774 5.55362 -0.03 0.29 -0.42 0.401
H -2.23834 0.42145 5.20951 0.53 -0.01 -0.30 0.610
H -2.34559 -1.73376 1.43997 0.33 0.15 0.35 0.928
H -1.02258 -3.26692 3.19969 0.14 0.52 0.08 0.443
C 1.86640 0.35785 3.08758 1.27 -0.82 -1.04 -1.500
C 1.69872 -0.60922 4.12652 0.34 -0.75 -0.70 -0.225
C 1.33427 -1.85283 3.51774 2.35 -0.31 -0.97 -0.671
H 1.92642 -0.46377 5.17823 -0.39 0.03 -0.34 0.717
C 1.25643 -1.64356 2.09331 1.39 -0.35 0.48 -0.670
C 1.60977 -0.28000 1.83507 0.89 -0.14 0.69 -0.182
H 1.81608 0.13980 0.85587 -0.49 -0.01 0.29 0.644
H 2.25607 1.36652 3.19061 -0.41 -0.19 0.11 0.390
H 1.23939 -2.80912 4.02941 -0.23 0.42 -0.15 0.486
H 1.10412 -2.40143 1.32719 -0.16 0.18 0.27 0.469
Cl 0.23680 0.40221 6.95070 -0.01 -0.45 0.66 -0.185
C 0.04461 1.75966 5.89799 -0.18 2.57 -0.63 0.619
C -0.10534 1.59672 4.54631 0.08 -0.74 -0.10 -0.315
C -0.27193 2.66391 3.71688 0.04 1.38 1.44 -0.259
Cl -0.46703 2.32220 2.02907 -0.08 0.52 -0.22 0.075
C -0.29635 3.98961 4.20414 0.16 -1.40 0.51 -0.270
Cl -0.49864 5.29869 3.12455 -0.08 0.67 -0.25 -0.254
C -0.14967 4.18703 5.59712 0.01 -1.29 -0.57 0.324
Cl -0.18788 5.76907 6.23248 0.00 0.60 0.29 -0.232
C 0.01754 3.07070 6.45312 -0.12 -0.69 -1.33 0.072
Cl 0.15681 3.29147 8.13960 0.10 0.31 0.76 -0.241
```
Positions in Å, forces in eV/Å.

LUMO (alpha / beta) = 2.02 / 2.02 eV
Charge = -1
⟨S²⟩ = 3.808
Gap between HOMO and LUMO (alpha / beta) = 0.1589 / 0.2029 hartree
Spin multiplicity = 4
HOMO level (alpha / beta) = -2.30 / -3.50 eV

(3)
Density functional theory data (the ωB97M-V functional and the def2-TZVPD basis) for 2 unconnected molecules or ions with the total composition C3H5N3 at a distorted geometry.

```
11
Properties=species:S:1:pos:R:3:forces:R:3:mulliken_charge:R:1
C -1.65931 -0.39429 -0.08119 -0.25 -0.08 -0.01 -0.831
N -0.27947 0.04991 -0.01356 0.29 -0.21 0.02 -0.459
C 1.52728 1.79831 0.09958 0.69 -0.59 0.02 0.132
N 2.46185 1.10954 0.13975 -0.85 0.57 -0.04 -0.371
N 1.95617 -0.89976 0.07835 -0.57 -0.03 -0.02 -0.421
C 0.69023 -0.77332 0.02108 0.31 0.43 0.01 0.489
H -1.83895 -1.09927 -0.90393 0.03 0.10 0.10 0.306
H -2.29624 0.47826 -0.25351 0.11 -0.15 0.03 0.249
H -1.99419 -0.86470 0.85334 0.07 0.08 -0.13 0.301
H 0.73766 2.51912 0.06427 0.11 -0.10 0.01 0.290
H 0.69497 -1.92379 -0.00419 0.06 -0.03 0.01 0.315
```
Positions in Å, forces in eV/Å.

LUMO = -0.57 eV
Gap between HOMO and LUMO = 0.3086 hartree
Spin multiplicity = 1
Energy above the lowest of the compared OMol25 structures with the same formula, charge and spin = 116.54 kcal per mole
HOMO level = -8.97 eV

(4)
Density functional theory data (the ωB97M-V functional and the def2-TZVPD basis) for a molecular structure, C27H42N6O2PV at a distorted geometry.

```
79
Properties=species:S:1:pos:R:3:forces:R:3:mulliken_charge:R:1
V 2.07630 -0.07927 -0.53067 -0.23 -0.70 -0.12 0.420
C 6.17972 -0.73558 -1.10098 -0.36 -0.60 -0.35 -1.400
C 4.85216 -0.73614 -0.42306 -0.73 -0.38 1.08 0.788
O 3.91395 -0.16849 -1.18011 -0.33 -0.19 0.43 -0.899
C 4.62169 -1.33117 0.85237 0.31 0.08 -0.43 -0.834
C 3.47186 -1.21842 1.66482 1.12 1.32 -1.45 0.415
C 3.22485 -2.01481 2.87140 -0.13 -0.34 0.53 -1.295
N 2.59719 -0.15880 1.31033 -0.56 -0.10 -0.03 1.346
N 2.84427 1.09614 1.87969 0.28 0.24 0.05 -0.703
C 2.42610 2.03562 1.08717 0.27 -0.06 0.65 0.792
O 1.87086 1.75617 -0.06610 -0.45 0.41 -0.76 -0.660
C 2.64978 3.48015 1.39264 -0.13 -0.83 -0.45 0.159
C 2.25132 4.45593 0.48246 -0.04 0.45 0.76 -0.363
C 2.46782 5.80138 0.77428 -0.03 -0.16 -0.15 -0.618
C 3.16374 6.15026 1.92339 -0.40 -0.02 -0.64 -0.402
C 3.58450 5.16882 2.79273 0.59 0.54 0.88 -0.550
C 3.32638 3.84899 2.53926 -0.09 -0.53 0.43 -0.527
H 6.02085 -1.25355 -2.06438 0.42 0.02 0.24 0.264
H 6.44798 0.27917 -1.35380 0.19 0.45 -0.02 0.289
H 6.97421 -1.19235 -0.51623 0.02 -0.12 -0.03 0.339
H 5.45881 -1.93493 1.23556 -0.29 0.15 -0.17 0.082
H 4.09111 -2.65659 3.12434 -0.50 0.24 -0.05 0.392
H 2.97213 -1.35575 3.70864 0.21 -0.01 0.13 0.255
H 2.32444 -2.62730 2.72553 0.12 -0.24 0.06 0.148
H 1.72347 4.15145 -0.38941 -0.27 -0.18 -0.59 0.454
H 2.07805 6.57854 0.11664 0.19 -0.19 0.03 0.365
H 3.36526 7.17760 2.12522 0.09 0.61 0.19 0.396
H 4.12325 5.48065 3.69285 -0.14 -0.26 -0.22 0.343
H 3.59752 3.05449 3.22151 0.16 0.07 0.05 0.469
N 0.49051 -1.07684 -1.08235 0.15 -0.07 0.08 -0.875
P -1.02020 -0.92800 -0.84290 0.83 0.19 -0.35 -0.805
N -1.68846 0.42203 -1.58368 0.15 -0.22 0.02 1.071
C -2.64906 1.36861 -1.05072 0.36 0.19 0.66 -0.578
C -3.31892 2.11146 -2.15989 -0.63 0.41 -0.96 -1.068
C -2.28900 2.93536 -2.95628 -0.05 0.51 0.46 -0.590
C -0.93800 2.19855 -3.01697 0.54 0.72 -0.77 -0.248
C -1.15658 0.71683 -2.91641 0.46 -0.57 0.41 -1.120
N -1.89987 -2.20917 -1.48691 0.60 0.63 0.31 0.433
C -3.32747 -2.09205 -1.48933 -0.69 -0.16 0.23 0.179
C -3.97970 -3.00418 -2.51427 0.38 -0.40 0.36 -1.114
C -3.56131 -4.47505 -2.23827 0.05 -0.07 -0.42 -0.643
C -2.23766 -4.60854 -1.43118 -0.64 -0.55 -0.67 -0.669
C -1.29016 -3.49836 -1.75703 -0.03 0.34 -0.11 -0.824
N -1.61749 -0.81833 0.71199 -0.36 0.84 -0.08 0.711
C -1.32150 0.36946 1.55981 0.05 -0.47 -1.50 -0.647
C -0.65804 -0.03660 2.83019 0.26 0.59 0.89 -0.151
C -1.62309 -0.90502 3.65433 -0.62 -0.12 0.09 -0.876
C -2.48645 -1.82720 2.72394 -0.01 0.00 1.05 -1.030
C -1.75695 -2.05148 1.43364 -0.22 -0.63 -0.17 0.077
H -2.17641 2.11395 -0.38353 -0.02 -0.20 -0.05 0.318
H -3.39554 0.85135 -0.46506 -0.18 -0.26 0.35 0.509
H -4.12491 2.76984 -1.78320 0.37 -0.31 -0.05 0.402
H -3.80108 1.37129 -2.81323 -0.01 0.14 -0.01 0.272
H -2.16102 3.89525 -2.41417 0.01 -0.33 -0.43 0.325
H -2.66310 3.16858 -3.96269 0.04 -0.07 0.22 0.303
H -0.30435 2.50031 -2.15990 -0.12 -0.11 -0.52 -0.205
H -0.40176 2.43327 -3.97759 -0.36 -0.05 0.93 0.442
H -0.20451 0.15641 -3.03305 -0.64 0.33 0.07 0.569
H -1.86380 0.36132 -3.66976 0.00 -0.01 -0.34 0.287
H -3.59911 -1.05386 -1.69373 0.05 -0.04 0.04 -0.057
H -3.76787 -2.34525 -0.49671 0.08 0.14 -0.23 0.140
H -3.72377 -2.67925 -3.52557 0.14 -0.11 0.03 0.358
H -5.05128 -2.89158 -2.39975 -0.32 -0.04 -0.13 0.425
H -3.46739 -5.01283 -3.19900 0.11 0.22 0.30 0.328
H -4.35741 -5.00172 -1.70999 -0.06 0.07 0.12 0.267
H -1.77185 -5.55157 -1.74415 -0.05 0.03 0.43 0.423
H -2.43747 -4.62260 -0.36348 -0.05 -0.17 0.17 0.220
H -1.05160 -3.56303 -2.80320 0.23 -0.07 -0.84 0.403
H -0.33935 -3.59436 -1.24620 0.09 0.15 0.31 0.427
H -2.26867 0.85828 1.76386 -0.22 0.39 0.15 0.150
H -0.69218 1.04103 0.96214 -0.04 0.00 0.27 0.324
H -0.38579 0.89711 3.35360 -0.13 -0.40 0.09 0.466
H 0.30092 -0.50964 2.61074 -0.09 -0.23 -0.02 -0.256
H -2.31117 -0.30096 4.26154 0.12 0.23 -0.28 0.297
H -1.09619 -1.48299 4.41224 0.25 -0.28 -0.19 0.401
H -3.48372 -1.38364 2.51571 0.53 -0.17 0.15 0.246
H -2.64559 -2.81462 3.20611 -0.05 0.55 -0.16 0.417
H -2.33555 -2.74335 0.81688 0.24 -0.10 0.08 -0.048
H -0.78864 -2.51044 1.65730 0.17 -0.17 -0.06 0.147
```
Positions in Å, forces in eV/Å.

LUMO (alpha / beta) = 2.66 / 2.66 eV
Charge = -1
⟨S²⟩ = 3.793
Gap between HOMO and LUMO (alpha / beta) = 0.1772 / 0.2305 hartree
Spin multiplicity = 4
Energy above the lowest of the compared OMol25 structures with the same formula, charge and spin = 0.00 kcal per mole
HOMO level (alpha / beta) = -2.16 / -3.62 eV

| no. | electronic energy (eV) |
| --- | --- |
| 1 | -9392.234 |
| 2 | -134727.265 |
| 3 | -7657.402 |
| 4 | -76695.231 |